Entry 1:
The molecule C17H26N4O3. Source: OMol25; level of theory: wB97M-V/def2-TZVPD.

Values from the calculation:
LUMO ... 0.81 eV
SMILES string ... CN1CCCC[C@@H]1C(=O)N(CCC(=O)NCc1ncco1)C1CC1
Energy above the lowest of the compared OMol25 structures with the same formula, charge and spin ... 239.71 kJ/mol
HOMO energy ... -0.3206 hartree

```
! RIJCOSX wB97M-V def2-TZVPD def2/J DEFGRID3
* xyz 0 1
C 0.84204 2.64397 2.06087
N 1.97140 1.74842 2.23955
C 2.50936 1.88464 3.58677
C 3.76056 1.04590 3.77840
C 3.45821 -0.41657 3.48512
C 2.82584 -0.54758 2.10612
C 1.60281 0.35750 1.96939
C 1.04577 0.28142 0.54550
O 1.71017 0.70650 -0.37821
N -0.27221 -0.11709 0.35563
C -0.76329 0.15761 -1.00009
C -0.29238 -0.85659 -2.04441
C -0.90322 -0.51706 -3.38374
O -2.10958 -0.49505 -3.54970
N -0.01806 -0.21440 -4.37294
C -0.44850 0.12827 -5.71128
C -0.04347 -0.89185 -6.72036
N 0.74867 -0.73916 -7.72444
C 0.78429 -1.98967 -8.33222
C -0.00061 -2.83249 -7.63927
O -0.54198 -2.14157 -6.59388
C -0.88601 -1.32993 0.87692
C -0.16410 -2.62077 1.13528
C -0.81875 -1.87967 2.27287
H 0.50642 2.63538 1.02439
H -0.01214 2.37995 2.70705
H 1.15116 3.66074 2.30240
H 2.73215 2.94096 3.74806
H 1.75306 1.59608 4.34340
H 4.53365 1.40798 3.09557
H 4.13395 1.17120 4.79677
H 4.36280 -1.02434 3.54588
H 2.76510 -0.80154 4.24205
H 3.53607 -0.25375 1.32978
H 2.54480 -1.58578 1.91848
H 0.82431 0.05940 2.68279
H -1.85234 0.16471 -0.96924
H -0.42749 1.15378 -1.28165
H 0.79636 -0.86502 -2.07611
H -0.64142 -1.85622 -1.77748
H 0.96564 -0.23086 -4.16579
H -1.53450 0.21249 -5.67446
H -0.03026 1.08289 -6.02711
H 1.37032 -2.17902 -9.21426
H -0.27105 -3.86807 -7.73090
H -1.86670 -1.43925 0.43495
H -0.59621 -3.54468 0.77524
H 0.91579 -2.58656 1.09661
H -0.16695 -1.44465 3.01066
H -1.74232 -2.27081 2.67640
*
```



Entry 2:
The molecule C6H11N. Source: OMol25; level of theory: wB97M-V/def2-TZVPD.

Values from the calculation:
LUMO ... 1.03 eV
SMILES string ... C/C=C/C(C)=C/N
Energy above the lowest of the compared OMol25 structures with the same formula, charge and spin ... 175.41 kJ/mol
HOMO energy ... -0.2645 hartree

```
! RIJCOSX wB97M-V def2-TZVPD def2/J DEFGRID3
* xyz 0 1
C -0.56929 -1.61842 0.14377
N -2.32877 -0.27812 1.89012
C -1.80678 0.43787 0.83468
C -0.92873 -0.12552 -0.01583
C 0.17883 0.72857 -0.44738
C 1.24871 0.45521 -1.20508
C 2.54860 1.14413 -1.34784
H -0.07492 -1.97124 -0.76415
H -1.45945 -2.23527 0.22085
H 0.07922 -1.70741 1.00812
H -3.07917 -0.17374 2.54608
H -1.95903 -1.17016 2.15815
H -2.08741 1.47698 0.71898
H 0.22609 1.71871 0.02838
H 1.20574 -0.56110 -1.61874
H 3.36373 0.41389 -1.29563
H 2.75712 1.85938 -0.53377
H 2.68551 1.60628 -2.32070
*
```



Entry 3:
A structure of composition C23H55N3O2OsP4. Source: OMol25; level of theory: wB97M-V/def2-TZVPD.

Values from the calculation:
LUMO (spin up / spin down) ... -11.24 / -15.54 eV
Energy above the lowest of the compared OMol25 structures with the same formula, charge and spin ... 329.31 kJ/mol
HOMO energy (spin up / spin down) ... -0.6686 / -0.6763 hartree

```
! RIJCOSX wB97M-V def2-TZVPD def2/J DEFGRID3
* xyz 4 5
Os -0.62934 -1.33558 -0.90545
P -1.59349 -0.51666 1.12984
P -2.06239 -2.87529 -1.74309
P 1.97311 2.85854 0.50520
H -2.03896 -0.07798 -2.71641
C -1.19278 0.11578 -2.02396
C 0.16890 -0.36812 -2.44042
H 0.19417 -0.84356 -3.42052
C -2.75781 0.89977 1.08045
C -2.47531 -1.90831 1.91992
C -0.54322 0.01248 2.54157
C -1.74003 -3.33580 -3.50158
C -1.54997 -4.32880 -0.70658
C -3.82583 -2.36286 -1.57364
C 3.42693 3.71757 -0.09463
C 2.42493 1.38219 1.48234
C 0.53055 3.66539 1.22894
H -1.32193 1.08091 -1.53198
H 1.02700 0.26956 -2.16006
H -3.59976 0.70695 1.76071
H -3.14909 1.06393 0.07253
H -2.26011 1.82398 1.40667
H -2.68879 -1.64450 2.96492
H -1.84783 -2.80836 1.91083
H -3.41396 -2.11736 1.39733
H -0.30275 1.08179 2.48466
H 0.38747 -0.56430 2.58717
H -1.09730 -0.15944 3.47535
H -1.91346 -4.40993 -3.71675
H -0.68910 -3.13287 -3.75174
H -2.33036 -2.72596 -4.20262
H -2.19583 -4.42935 0.17548
H -0.51310 -4.18204 -0.36622
H -1.58596 -5.24860 -1.30197
H -4.42864 -2.61382 -2.46083
H -3.84429 -1.27317 -1.46247
H -4.28959 -2.79153 -0.67696
H 4.22787 3.72590 0.65272
H 3.19621 4.75326 -0.37536
H 3.79596 3.18941 -0.99138
H 3.51269 1.22892 1.49265
H 1.92168 0.46826 1.08403
H 2.11761 1.54239 2.52595
H 0.67708 4.75281 1.23019
H 0.33732 3.28754 2.24355
H -0.34850 3.41783 0.59375
C 0.43122 4.25290 -2.89364
C -0.68143 4.99708 -2.39727
C -1.05137 6.22444 -2.93175
C -0.36397 6.76897 -4.02508
C 0.55945 5.94756 -4.69159
C 0.91824 4.71896 -4.17249
O 0.92416 3.22026 -2.26230
H 1.31072 2.81900 -0.83109
H -1.27143 4.56615 -1.60403
H -1.84131 6.82277 -2.47061
H -0.57685 7.77858 -4.39579
H 1.05024 6.33038 -5.59039
H 1.53365 4.03519 -4.77094
C 3.88895 -1.86467 2.32177
N 2.79818 -2.51551 1.57593
C 1.73640 -3.03481 2.45400
P 2.42570 -2.13424 0.01997
O 1.35948 -1.06679 -0.12356
N 3.84685 -1.58857 -0.62671
C 3.84489 -0.61156 -1.72892
C 5.04958 -2.44163 -0.65394
N 1.94589 -3.58286 -0.66141
C 2.44266 -4.84265 -0.08968
C 1.89000 -3.61425 -2.13323
H 4.62899 -2.60733 2.66188
H 3.51027 -1.34796 3.21725
H 4.41684 -1.12364 1.71567
H 0.78719 -3.12718 1.90379
H 2.02816 -4.02195 2.84747
H 1.57505 -2.35838 3.31302
H 3.32871 0.30672 -1.42675
H 4.89015 -0.36577 -1.96968
H 3.37148 -1.02323 -2.63409
H 5.25198 -2.90631 0.31498
H 4.98473 -3.23550 -1.41622
H 5.91747 -1.81236 -0.90221
H 1.82698 -5.16256 0.75485
H 2.39529 -5.62099 -0.85695
H 3.48200 -4.75394 0.24764
H 1.37825 -2.71815 -2.53210
H 2.90280 -3.68261 -2.57938
H 1.31120 -4.50193 -2.44698
*
```



Question: The highest energy above the lowest of the compared OMol25 structures with the same formula, charge and spin belongs to which entry?
Answer: C23H55N3O2OsP4



Question: Number 2 is which compound?
Answer: C6H11N



Question: The highest energy above the lowest of the compared OMol25 structures with the same formula, charge and spin belongs to which entry?
Answer: C23H55N3O2OsP4



Question: Among the records above, which one has the highest energy above the lowest of the compared OMol25 structures with the same formula, charge and spin?
Answer: C23H55N3O2OsP4